35
Properties=species:S:1:pos:R:3:forces:R:3 method="wB97M-V/def2-TZVPD" multiplicity=1 homo_ha=-0.302 relative_energy_kj_mol=0.0 smiles=Cc1ccc(CSc2ncn(-c3ccccc3)n2)cc1 homo_lumo_gap_ha=0.3270 charge=0
C -2.763 -3.175 1.265 -0.04 0.01 -0.01
C -2.627 -1.873 0.536 0.06 0.01 -0.02
C -3.482 -0.814 0.826 0.02 0.00 -0.02
C -3.371 0.389 0.159 0.03 -0.05 -0.09
C -2.403 0.565 -0.824 -0.05 -0.23 -0.03
C -2.269 1.879 -1.522 0.25 0.43 0.35
S -1.892 3.228 -0.332 -0.47 0.12 -0.34
C -0.346 2.690 0.216 0.67 -0.42 -0.03
N 0.259 3.227 1.306 -0.20 0.34 0.33
C 1.380 2.563 1.387 -0.06 -0.11 -0.25
N 1.471 1.654 0.390 -0.44 0.77 0.58
C 2.481 0.737 0.090 0.56 -0.60 -0.29
C 3.540 0.521 0.965 -0.19 0.10 -0.05
C 4.524 -0.391 0.631 0.02 -0.01 -0.04
C 4.460 -1.091 -0.563 0.08 -0.07 -0.02
C 3.401 -0.876 -1.430 0.07 -0.01 0.08
C 2.413 0.035 -1.110 -0.11 0.13 0.08
N 0.358 1.744 -0.368 -0.27 -0.06 -0.44
C -1.550 -0.488 -1.118 -0.18 0.07 -0.06
C -1.662 -1.692 -0.445 -0.06 -0.07 0.05
H -2.770 -3.011 2.342 0.01 -0.06 0.08
H -1.947 -3.848 1.019 0.03 -0.08 0.02
H -3.703 -3.658 0.998 -0.03 -0.10 0.03
H -4.239 -0.937 1.588 -0.09 -0.01 0.09
H -4.031 1.208 0.404 -0.07 0.07 0.05
H -3.207 2.190 -1.984 0.06 0.03 -0.05
H -1.472 1.866 -2.263 -0.11 -0.05 -0.09
H 2.127 2.726 2.135 0.26 -0.05 0.14
H 3.597 1.052 1.902 0.00 0.04 0.10
H 5.346 -0.557 1.311 0.06 -0.01 0.06
H 5.232 -1.801 -0.815 0.06 -0.06 -0.02
H 3.345 -1.419 -2.362 -0.02 -0.04 -0.08
H 1.583 0.221 -1.771 -0.04 0.00 -0.06
H -0.795 -0.366 -1.878 0.09 0.05 -0.06
H -0.985 -2.500 -0.684 0.06 -0.09 -0.01